The following is a quantum chemistry calculation of C5H5NO2 as an isolated structure, from the OMol25 dataset.

Geometry (Å):
C1 -0.514 -0.701 -0.262
C2 0.789 -0.990 -0.215
C3 1.735 0.161 0.056
C4 0.872 1.490 -0.185
C5 -0.619 0.979 -0.232
H1 -1.747 -2.292 0.984
H2 -2.514 -0.939 0.506
H3 1.118 -1.945 0.266
H4 0.971 1.904 -1.109
H5 0.364 2.394 0.673
N1 -1.635 -1.384 -0.371
O1 2.900 -0.187 -0.101
O2 -1.719 1.511 -0.010

## Properties
* charge: 0
* HOMO level: -9.7 eV
* ΔE to the lowest compared entry with this formula, charge and spin: 7.969 eV
* Kohn-Sham gap: 0.3036 Ha
* electronic energy: -398.4856 a.u.
* strongest force on any atom: 9.6 eV Å⁻¹

Mulliken atomic charge list, values in e, 8 entries:
1. C 0.26
2. C -0.38
3. C 0.47
4. C -0.62
5. C 0.61
6. H 0.27
7. H 0.33
8. H 0.25